(1)
{
  "formula": "C5H9N",
  "method": "ωB97M-V/def2-TZVPD",
  "elements": ["C", "C", "C", "C", "C", "N", "H", "H", "H", "H", "H", "H", "H", "H", "H"],
  "coordinates": [[1.605, -1.364, 1.828], [0.496, -0.792, 1.367], [0.513, 0.128, 0.245], [-0.527, 0.466, -0.522], [-0.364, 1.359, -1.735], [-1.735, -0.234, -0.497], [1.634, -2.057, 2.661], [2.566, -1.120, 1.390], [-0.462, -1.036, 1.832], [1.495, 0.548, 0.057], [-1.274, 1.445, -2.311], [0.048, 2.320, -1.443], [0.414, 0.909, -2.358], [-2.548, 0.290, -0.790], [-1.860, -0.863, 0.278]],
  "mulliken_charge": [-0.952, -0.138, -0.225, 0.639, -1.181, -0.478, 0.273, 0.232, 0.209, 0.299, 0.362, 0.305, 0.255, 0.226, 0.176],
  "energy_ha": -250.631604,
  "fmax_ev_per_a": 1.20,
  "molar_mass_g_mol": 83.1,
  "homo_ev": -7.6,
  "lumo_energy_ev": 1.07,
  "e_above_lowest_kcal_mol": 22.2,
  "smiles": "C=C/C=C(/C)N"
}

***

(2)
{
  "formula": "C22H28N2O6",
  "method": "ωB97M-V/def2-TZVPD",
  "elements": ["C", "C", "O", "C", "O", "C", "C", "C", "C", "N", "C", "O", "C", "O", "C", "C", "C", "C", "C", "N", "C", "C", "O", "C", "C", "O", "C", "C", "C", "C", "H", "H", "H", "H", "H", "H", "H", "H", "H", "H", "H", "H", "H", "H", "H", "H", "H", "H", "H", "H", "H", "H", "H", "H", "H", "H", "H", "H"],
  "coordinates": [[-5.488, -0.813, -1.218], [-5.174, -2.112, -0.487], [-3.775, -2.262, -0.253], [-3.256, -1.561, 0.764], [-3.912, -0.831, 1.472], [-1.800, -1.760, 0.912], [-1.054, -2.523, 0.016], [0.313, -2.636, 0.159], [0.960, -1.971, 1.200], [2.342, -1.964, 1.342], [3.292, -2.348, 0.435], [3.133, -3.175, -0.431], [4.620, -1.619, 0.654], [4.498, -0.372, 1.305], [3.531, 0.536, 0.920], [3.223, 1.500, 1.872], [2.222, 2.429, 1.658], [1.503, 2.411, 0.475], [0.390, 3.393, 0.211], [-0.633, 2.808, -0.642], [-1.429, 1.774, -0.005], [-2.560, 2.319, 0.882], [-3.429, 3.158, 0.150], [1.829, 1.473, -0.495], [2.832, 0.536, -0.301], [3.178, -0.416, -1.216], [2.352, -0.667, -2.337], [2.703, 0.217, -3.529], [0.212, -1.228, 2.116], [-1.153, -1.127, 1.974], [-4.908, -0.748, -2.136], [-6.546, -0.780, -1.463], [-5.248, 0.034, -0.581], [-5.452, -2.980, -1.088], [-5.701, -2.138, 0.473], [-1.554, -3.021, -0.800], [0.894, -3.220, -0.536], [2.674, -1.372, 2.095], [5.258, -2.218, 1.313], [5.113, -1.525, -0.319], [3.780, 1.489, 2.795], [1.997, 3.157, 2.423], [-0.001, 3.761, 1.173], [0.803, 4.255, -0.326], [-1.264, 3.539, -0.962], [-1.873, 1.163, -0.802], [-0.774, 1.132, 0.586], [-3.107, 1.486, 1.339], [-2.152, 2.948, 1.676], [-3.860, 2.631, -0.532], [1.260, 1.491, -1.409], [2.548, -1.716, -2.579], [1.295, -0.563, -2.063], [2.091, -0.063, -4.381], [3.750, 0.086, -3.788], [2.534, 1.267, -3.301], [0.714, -0.715, 2.923], [-1.742, -0.549, 2.669]],
  "mulliken_charge": [-1.023, -0.268, -0.380, 0.332, -0.660, 0.424, -0.615, -0.714, 0.511, -0.111, 0.500, -0.622, -0.481, -0.521, -0.412, -0.575, -1.126, -0.221, -1.123, -0.219, 0.068, -0.560, -0.568, 0.597, 1.294, -0.319, -0.584, -1.332, -0.091, -0.892, 0.298, 0.403, 0.214, 0.332, 0.307, 0.481, 0.595, 0.214, 0.391, 0.279, 0.457, 0.412, 0.303, 0.393, 0.366, 0.322, -0.444, 0.285, 0.346, 0.340, 0.690, 0.502, 0.382, 0.423, 0.341, 0.302, 0.345, 0.408],
  "energy_ha": -1416.092684,
  "fmax_ev_per_a": 0.65,
  "molar_mass_g_mol": 416.5,
  "homo_ev": -8.2,
  "lumo_energy_ev": 0.42,
  "e_above_lowest_kcal_mol": 20.1,
  "smiles": "CCOC(=O)c1ccc(NC(=O)COc2ccc(CNCCO)cc2OCC)cc1"
}

***

(3)
{
  "formula": "C8H15BClF3O5S",
  "method": "ωB97M-V/def2-TZVPD",
  "elements": ["O", "S", "O", "O", "C", "C", "C", "B", "Cl", "C", "O", "C", "F", "F", "F", "H", "H", "H", "H", "H", "H", "H", "H", "H", "C", "C", "C", "O", "H", "H", "H", "H", "H", "H"],
  "coordinates": [[3.664, -0.115, 0.926], [3.424, 0.729, 2.060], [4.476, 0.993, 3.007], [2.897, 2.152, 1.547], [1.955, 0.181, 2.914], [1.137, -0.825, 2.099], [0.440, -0.216, 0.846], [-1.112, -0.348, 0.897], [-1.969, -1.177, -0.380], [-1.996, 0.224, 2.092], [-3.037, 1.057, 1.559], [-4.086, 1.279, 2.368], [-4.990, 1.959, 1.704], [-4.655, 0.147, 2.820], [-3.748, 1.985, 3.462], [3.639, 2.776, 1.652], [2.297, -0.232, 3.866], [1.361, 1.080, 3.109], [0.400, -1.268, 2.782], [1.793, -1.635, 1.764], [0.823, -0.680, -0.068], [0.657, 0.862, 0.775], [-1.387, 0.804, 2.796], [-2.427, -0.627, 2.635], [-0.965, -1.722, -4.720], [0.044, -0.782, -4.103], [1.055, -0.164, -5.039], [0.040, -0.538, -2.919], [-1.633, -2.098, -3.949], [-1.546, -1.199, -5.482], [-0.453, -2.558, -5.199], [0.545, 0.413, -5.813], [1.637, -0.946, -5.529], [1.721, 0.488, -4.479]],
  "mulliken_charge": [-0.584, 1.249, -0.655, -0.478, -0.914, -0.731, -0.363, 0.117, -0.214, -0.566, -0.309, 0.904, -0.248, -0.265, -0.273, 0.345, 0.512, 0.340, 0.488, 0.420, 0.253, 0.290, 0.337, 0.349, -1.045, 0.801, -1.121, -0.468, 0.217, 0.337, 0.334, 0.328, 0.330, 0.284],
  "energy_ha": -1872.911439,
  "fmax_ev_per_a": 0.64,
  "molar_mass_g_mol": 326.5,
  "homo_ev": -9.7,
  "lumo_energy_ev": 0.43,
  "smiles": "O=S(=O)(O)CCCB(Cl)COC(F)(F)F.CC(C)=O"
}

***

(4)
{
  "formula": "C12H20Cl2O4Sn",
  "method": "ωB97M-V/def2-TZVPD",
  "elements": ["C", "C", "C", "C", "C", "C", "C", "C", "C", "C", "Sn", "Cl", "Cl", "O", "H", "H", "H", "H", "H", "H", "H", "H", "H", "H", "H", "H", "H", "H", "H", "H", "O", "H", "C", "O", "C", "O", "H", "H", "H"],
  "coordinates": [[0.988, -1.039, -1.529], [-0.184, -0.389, -2.028], [-1.305, -0.895, -1.314], [-0.231, 0.531, -3.158], [-0.837, -1.858, -0.390], [0.581, -1.953, -0.524], [1.470, -2.800, 0.290], [2.372, -0.781, -1.964], [-2.708, -0.477, -1.498], [-1.682, -2.685, 0.487], [0.881, 0.887, 1.092], [-1.376, 3.366, -2.152], [1.792, 2.317, -0.608], [-0.181, -0.406, 2.293], [0.765, 0.853, -3.467], [-0.783, 1.460, -2.881], [-0.763, 0.091, -4.015], [-2.773, 0.592, -1.732], [-3.303, -0.679, -0.602], [-3.164, -1.037, -2.324], [-2.530, -2.111, 0.876], [-1.111, -3.083, 1.330], [-2.099, -3.540, -0.069], [1.050, -2.996, 1.286], [2.472, -2.365, 0.401], [1.604, -3.773, -0.205], [2.502, 0.242, -2.337], [2.631, -1.468, -2.781], [3.093, -0.959, -1.156], [-0.987, 0.020, 2.655], [2.735, 0.567, 1.836], [2.745, -0.213, 2.430], [0.077, 3.899, 3.685], [0.416, 2.920, 2.692], [-0.540, 2.508, 1.829], [-1.687, 2.882, 1.757], [-0.186, 3.359, 4.589], [-0.729, 4.558, 3.378], [0.988, 4.455, 3.829]],
  "mulliken_charge": [0.081, 0.888, 0.293, -1.019, 0.974, 0.310, -1.494, -1.467, -1.543, -1.847, 1.497, -0.875, -0.428, -0.813, 0.318, -0.200, 0.243, 0.316, 0.347, 0.281, 0.349, 0.363, 0.255, 0.326, 0.310, 0.267, 0.319, 0.293, 0.269, 0.249, -0.707, 0.256, -0.822, -0.213, 0.298, -0.511, 0.283, 0.330, 0.223],
  "energy_ha": -1904.895169,
  "charge": -2,
  "fmax_ev_per_a": 2.01,
  "molar_mass_g_mol": 417.9,
  "homo_ev": 0.1,
  "lumo_energy_ev": 4.77,
  "e_above_lowest_kcal_mol": 34.2
}

***

(5)
{
  "formula": "C44H38As2ClN5O8Ti",
  "method": "ωB97M-V/def2-TZVPD",
  "elements": ["Ti", "O", "Cl", "O", "O", "O", "O", "C", "O", "C", "C", "C", "N", "C", "C", "C", "O", "O", "H", "H", "H", "N", "C", "C", "C", "N", "C", "N", "C", "As", "C", "C", "C", "C", "C", "C", "C", "C", "H", "H", "H", "H", "H", "H", "H", "H", "H", "H", "H", "H", "H", "N", "C", "C", "C", "C", "C", "C", "H", "H", "H", "H", "H", "H", "H", "C", "C", "C", "C", "C", "C", "As", "C", "C", "C", "C", "C", "C", "C", "C", "C", "C", "C", "C", "H", "H", "H", "H", "H", "H", "H", "H", "H", "H", "H", "H", "H", "H", "H"],
  "coordinates": [[-1.431, -0.425, -0.190], [-4.465, -1.425, 0.249], [-3.465, -2.394, 0.653], [-3.945, -3.738, 0.415], [-2.143, 0.194, 1.144], [-2.280, -2.212, -0.472], [-3.830, 5.085, -3.661], [-4.188, 3.935, -3.965], [-4.967, 3.524, -4.845], [-3.556, 2.811, -3.098], [-4.052, 1.517, -3.152], [-3.486, 0.530, -2.367], [-2.434, 0.782, -1.589], [-1.917, 2.032, -1.537], [-2.466, 3.064, -2.264], [-0.571, 2.175, -0.810], [0.024, 3.230, -0.790], [-0.095, 1.045, -0.359], [-4.881, 1.308, -3.814], [-3.870, -0.482, -2.329], [-2.042, 4.057, -2.217], [0.103, -1.791, 0.700], [0.771, -2.728, 0.825], [1.619, -3.820, 0.969], [2.783, -3.702, 1.763], [3.736, -3.613, 2.409], [1.352, -5.016, 0.262], [1.150, -5.998, -0.312], [-1.217, -2.307, -3.726], [0.010, -1.342, -2.544], [1.554, -2.477, -2.885], [0.301, 0.232, -3.717], [1.156, -0.007, -4.920], [0.592, -0.157, -6.184], [1.391, -0.360, -7.302], [2.770, -0.417, -7.173], [3.344, -0.267, -5.916], [2.546, -0.066, -4.802], [-0.776, -2.436, -4.716], [-2.156, -1.761, -3.813], [-1.428, -3.280, -3.284], [1.732, -2.550, -3.957], [1.321, -3.465, -2.485], [2.434, -2.088, -2.378], [0.730, 1.015, -3.090], [-0.703, 0.550, -4.005], [-0.485, -0.094, -6.294], [0.931, -0.466, -8.277], [3.395, -0.566, -8.045], [4.421, -0.303, -5.799], [3.003, 0.060, -3.827], [2.541, -0.086, -0.622], [3.730, 0.467, -1.052], [3.734, 1.708, -1.702], [4.907, 2.219, -2.229], [6.104, 1.519, -2.121], [6.105, 0.296, -1.463], [4.939, -0.227, -0.929], [1.772, 0.551, -0.440], [2.610, -0.813, 0.074], [2.806, 2.265, -1.781], [4.884, 3.179, -2.731], [7.018, 1.924, -2.535], [7.029, -0.260, -1.357], [4.952, -1.181, -0.413], [1.778, -0.190, 7.370], [1.781, -1.213, 6.433], [1.129, -1.047, 5.219], [0.435, 0.122, 4.898], [0.485, 1.151, 5.840], [1.140, 1.000, 7.058], [-0.662, 0.193, 3.161], [-1.285, 2.002, 3.546], [-0.575, 2.979, 2.852], [-0.957, 4.313, 2.904], [-2.058, 4.689, 3.660], [-2.763, 3.726, 4.369], [-2.383, 2.392, 4.308], [-1.955, -1.131, 3.815], [-3.321, -0.871, 3.910], [-4.234, -1.894, 4.130], [-3.803, -3.209, 4.214], [-2.451, -3.489, 4.073], [-1.541, -2.461, 3.877], [2.279, -0.315, 8.323], [2.295, -2.144, 6.641], [1.195, -1.855, 4.501], [0.005, 2.099, 5.636], [1.146, 1.821, 7.766], [0.283, 2.696, 2.251], [-0.405, 5.048, 2.334], [-2.366, 5.727, 3.697], [-3.620, 4.012, 4.968], [-2.930, 1.662, 4.889], [-3.690, 0.136, 3.775], [-5.289, -1.662, 4.209], [-4.515, -4.011, 4.360], [-2.103, -4.514, 4.084], [-0.497, -2.713, 3.757]],
  "mulliken_charge": [0.232, -0.644, 1.311, -0.681, -0.456, -0.657, -0.716, 0.356, -0.733, 0.274, -1.124, -0.468, 0.853, 0.490, -1.134, 0.368, -0.766, 0.248, 0.501, 0.645, 0.609, 0.031, 0.505, 0.201, 0.024, -0.666, -0.141, -0.616, -1.365, 1.269, -1.344, -0.610, -0.108, -0.328, -0.680, -0.404, -0.820, 0.161, 0.464, 0.268, 0.389, 0.467, 0.494, 0.143, 0.154, 0.426, 0.451, 0.367, 0.365, 0.433, 0.358, 0.272, 0.340, -0.230, -0.528, -0.610, -0.515, -0.469, -0.521, 0.013, 0.464, 0.389, 0.363, 0.374, 0.486, -0.398, -0.840, -0.122, 0.453, -0.372, -0.728, 0.683, 0.039, -0.533, -0.657, -0.423, -0.802, -0.010, 1.126, -0.026, -0.841, -0.488, -0.829, -0.361, 0.342, 0.405, 0.238, 0.273, 0.375, 0.393, 0.397, 0.351, 0.388, 0.542, 0.205, 0.363, 0.337, 0.395, -0.093],
  "energy_ha": -8356.485506,
  "charge": -2,
  "fmax_ev_per_a": 2.30,
  "molar_mass_g_mol": 998.0,
  "homo_ev": -4.1,
  "lumo_energy_ev": 3.97,
  "e_above_lowest_kcal_mol": 29.6
}